The following is a quantum chemistry calculation of C19H25ClN2O2 in the gas phase, from the OMol25 dataset.

Last column: Löwdin charge in e.
Positions of all 49 atoms, in Å:
C: -7.698 -1.907 0.346  -0.1203
C: -6.382 -1.337 0.861  -0.2802
C: -5.317 -1.293 -0.232  -0.2417
C: -3.994 -0.729 0.276  -0.2123
C: -2.937 -0.674 -0.837  -0.2457
N: -1.612 -0.255 -0.430  -0.0808
H: -1.259 -0.873 0.295  0.1210
C: -1.503 1.124 0.014  -0.1935
C: -0.059 1.504 0.203  -0.2169
C: 0.351 2.306 1.255  -0.0441
C: 1.686 2.636 1.387  -0.0002
C: 2.645 2.186 0.486  -0.2049
C: 2.233 1.382 -0.592  -0.1778
C: 0.889 1.054 -0.705  0.0310
H: 0.543 0.433 -1.514  0.1057
O: 3.179 0.964 -1.496  -0.1183
C: 2.822 -0.021 -2.436  -0.0685
H: 2.113 0.366 -3.174  0.0969
H: 3.750 -0.296 -2.935  0.0942
H: 2.398 -0.904 -1.949  0.1040
O: 3.917 2.609 0.769  -0.0325
C: 5.036 2.055 0.117  -0.1425
C: 5.167 0.564 0.277  -0.1799
C: 5.890 -0.191 -0.640  -0.1012
N: 6.018 -1.502 -0.564  0.0569
C: 5.426 -2.128 0.431  -0.7607
C: 4.686 -1.491 1.417  -0.0734
C: 4.564 -0.115 1.331  0.0024
H: 3.998 0.428 2.074  0.1262
H: 4.227 -2.052 2.214  0.1038
Cl: 5.610 -3.840 0.464  0.6723
H: 6.387 0.276 -1.479  0.1245
H: 5.890 2.550 0.596  0.1415
H: 5.040 2.312 -0.948  0.1325
H: 2.025 3.254 2.203  0.1208
H: -0.365 2.672 1.975  0.1091
H: -1.938 1.751 -0.774  0.1312
H: -2.054 1.332 0.946  0.1130
H: -2.834 -1.671 -1.279  0.1163
H: -3.271 0.009 -1.624  0.1184
H: -4.161 0.275 0.673  0.1062
H: -3.620 -1.354 1.093  0.1161
H: -5.154 -2.303 -0.618  0.1148
H: -5.676 -0.678 -1.061  0.1162
H: -6.022 -1.949 1.691  0.1074
H: -6.549 -0.327 1.242  0.1074
H: -8.082 -1.300 -0.471  0.0699
H: -7.557 -2.922 -0.019  0.0699
H: -8.443 -1.927 1.138  0.0662

The relative energy (zero: lowest compared OMol25 entry of this formula, charge and spin) comes out at 2.838 eV. As for the LUMO energy: 0.0279 hartree. For the total energy, the calculation gives -1459.158126 Ha. Its SMILES is CCCCCNCc1ccc(OCc2ccc(Cl)nc2)c(OC)c1. Its orbital gap is 8.9193 eV.

The following is a quantum chemistry calculation of a molecular structure, C20H30F18FeO15P3, from the OMol25 dataset.

Last column: Löwdin spin population.
Positions of all 87 atoms, in Å:
Fe: -1.507 1.442 0.699  3.7824
P: -1.131 -1.378 -0.030  0.0027
F: -2.237 -2.279 0.548  0.0009
F: -0.975 -0.581 1.416  0.0272
F: -0.038 -2.579 0.357  0.0052
F: 0.213 -0.368 -0.312  0.0099
F: -1.323 -1.893 -1.607  0.0013
F: -2.226 -0.170 -0.328  0.0303
P: -2.028 3.016 -1.672  0.0015
F: -0.915 3.884 -2.480  0.0012
F: -1.007 1.720 -1.384  0.0242
F: -1.517 3.727 -0.277  0.0123
F: -2.990 2.341 -0.535  0.0276
F: -3.112 4.336 -1.795  0.0008
F: -2.723 2.161 -2.901  0.0010
P: -3.304 1.653 3.046  0.0027
F: -2.592 2.555 1.968  0.0369
F: -3.440 0.796 1.701  0.0061
F: -1.750 1.243 3.053  0.0140
F: -3.836 0.504 4.164  0.0005
F: -2.844 2.611 4.279  0.0017
F: -4.731 2.455 2.863  0.0009
C: 2.722 -3.065 3.995  0.0780
C: 1.575 -2.200 4.439  0.0129
C: 0.374 -2.414 3.465  0.0042
O: -0.596 -2.990 4.310  0.0011
C: -0.182 -3.030 5.517  0.0039
O: -0.937 -3.416 6.434  0.0011
O: 1.067 -2.557 5.682  0.0182
H: 2.665 -4.100 4.332  0.0057
H: 3.649 -2.817 4.512  0.0363
H: 2.858 -2.892 2.928  0.0224
H: 1.752 -1.133 4.567  0.0058
H: 0.660 -3.101 2.669  0.0016
H: 0.077 -1.413 3.154  0.0013
C: 3.095 -2.470 -3.094  0.0194
C: 1.616 -2.940 -3.515  0.0016
C: 0.906 -2.010 -4.509  0.0016
O: 0.804 -2.690 -5.763  0.0008
C: 1.257 -3.895 -5.578  0.0015
O: 1.121 -4.802 -6.351  0.0002
O: 1.840 -4.017 -4.333  0.0024
H: 3.598 -3.398 -2.822  0.0084
H: 3.011 -1.823 -2.221  0.0031
H: 3.563 -1.775 -3.791  0.0037
H: 0.966 -3.315 -2.724  0.0004
H: 1.423 -1.057 -4.401  0.0007
H: -0.041 -1.598 -4.161  0.0004
C: -5.096 -0.072 -2.789  0.0001
C: -4.683 -0.335 -4.227  0.0001
C: -3.997 -1.738 -4.486  0.0002
O: -5.105 -2.549 -4.906  0.0001
C: -6.053 -1.748 -5.286  0.0000
O: -6.971 -1.997 -5.954  0.0000
O: -5.870 -0.456 -4.967  0.0000
H: -5.783 -0.844 -2.443  0.0000
H: -5.679 0.842 -2.674  0.0000
H: -4.194 -0.015 -2.181  0.0001
H: -4.004 0.492 -4.436  0.0000
H: -3.387 -2.099 -3.658  0.0001
H: -3.299 -1.655 -5.319  0.0001
C: 1.710 4.169 5.301  0.0234
C: 2.128 2.990 4.281  0.0733
C: 1.773 1.552 4.536  0.0678
O: 1.383 1.024 3.312  0.0513
C: 1.118 1.993 2.508  0.0245
O: 0.328 1.976 1.596  0.0328
O: 1.473 3.205 3.061  0.0188
H: 2.036 5.119 4.876  0.0049
H: 2.196 4.145 6.276  0.0123
H: 0.658 4.454 5.306  0.0001
H: 3.177 3.016 3.988  0.0639
H: 0.982 1.568 5.286  0.0031
H: 2.578 0.996 5.016  0.0647
C: 3.894 0.205 -0.412  0.0847
C: 4.335 1.680 -0.855  0.0465
C: 4.041 1.875 -2.364  0.0133
O: 3.420 3.057 -2.408  0.0044
C: 3.066 3.401 -1.230  0.0071
O: 2.443 4.373 -1.037  0.0045
O: 3.479 2.606 -0.274  0.0467
H: 2.843 -0.066 -0.322  0.0039
H: 3.995 0.050 0.662  0.0538
H: 4.608 -0.502 -0.836  0.0270
H: 5.367 1.908 -0.589  0.0292
H: 3.343 1.201 -2.860  0.0013
H: 4.918 1.903 -3.010  0.0078

As for the LUMO energy (spin up / spin down): 0.1349 / 0.1335 hartree. For the total energy, the calculation gives -5994.654499 Ha. As for the expectation value of S²: 8.755. Its orbital gap (spin up / spin down) is 1.9503 / 9.0050 eV. As for the charge: -2. The multiplicity is 6.

The following is a quantum chemistry calculation of 7 unconnected molecules or ions with the total composition C34H54ClN3O9, from the OMol25 dataset.

Last column: Löwdin charge in e.
Positions of all 101 atoms, in Å:
N: 0.257 -4.230 1.818  0.0389
C: 0.109 -3.853 0.416  -0.2056
N: -1.315 -3.797 0.054  0.0562
C: -1.837 -2.477 -0.118  -0.3733
O: -1.502 -1.731 -0.987  0.1504
C: -2.884 -2.276 0.915  -0.0606
C: -3.527 -1.115 1.285  -0.0016
C: -4.439 -1.233 2.319  -0.6285
Cl: -5.249 0.187 2.854  0.7166
C: -4.728 -2.459 2.928  -0.0161
C: -4.085 -3.611 2.504  -0.1744
N: -4.354 -4.871 3.121  0.1968
C: -5.448 -5.381 2.953  -0.2700
O: -6.504 -5.859 2.833  0.1973
C: -3.138 -3.501 1.504  -0.0283
C: -2.259 -4.510 0.871  -0.3732
O: -2.360 -5.695 0.917  0.1497
H: 1.245 -4.344 2.013  0.0768
H: -0.035 -3.453 2.404  0.0799
H: 0.527 -2.871 0.191  0.1197
H: 0.641 -4.569 -0.204  0.1210
H: -3.339 -0.178 0.790  0.0902
H: -5.442 -2.494 3.736  0.1212
C: -2.105 2.994 -1.273  -0.1576
C: -3.355 3.717 -0.772  -0.1577
C: -4.415 2.633 -0.909  -0.1953
O: -3.737 1.388 -0.698  -0.1698
C: -2.319 1.591 -0.727  -0.2077
H: -1.170 3.435 -0.927  0.0982
H: -2.094 2.978 -2.365  0.1155
H: -3.230 3.996 0.277  0.1135
H: -3.601 4.616 -1.336  0.1109
H: -4.855 2.632 -1.908  0.1080
H: -5.222 2.729 -0.183  0.1147
H: -1.924 1.511 0.294  0.1194
H: -1.861 0.812 -1.335  0.1076
C: -3.752 -5.855 -2.035  -0.1745
C: -3.903 -4.452 -2.626  -0.1596
C: -3.536 -4.694 -4.084  -0.2018
O: -3.944 -6.030 -4.383  -0.1415
C: -4.269 -6.721 -3.176  -0.2033
H: -4.304 -6.005 -1.108  0.1070
H: -2.701 -6.069 -1.839  0.1103
H: -4.940 -4.118 -2.545  0.1166
H: -3.265 -3.704 -2.157  0.0927
H: -2.455 -4.610 -4.237  0.1183
H: -4.036 -4.010 -4.771  0.1155
H: -5.357 -6.843 -3.120  0.1160
H: -3.813 -7.711 -3.202  0.1162
C: -9.245 3.368 -2.785  -0.1684
C: -8.330 3.657 -3.974  -0.1679
C: -7.194 4.423 -3.306  -0.2047
O: -7.094 3.909 -1.978  -0.1660
C: -8.232 3.101 -1.678  -0.2047
H: -9.922 2.530 -2.945  0.1110
H: -9.844 4.250 -2.547  0.1129
H: -7.959 2.722 -4.397  0.1140
H: -8.808 4.226 -4.770  0.1104
H: -7.413 5.495 -3.256  0.1169
H: -6.235 4.290 -3.810  0.1152
H: -7.926 2.049 -1.666  0.1193
H: -8.600 3.365 -0.686  0.1174
C: 1.877 5.826 1.338  -0.1684
C: 2.667 5.013 0.312  -0.1650
C: 2.239 3.591 0.650  -0.1941
O: 0.894 3.686 1.138  -0.1522
C: 0.567 5.050 1.393  -0.2155
H: 1.735 6.869 1.058  0.1097
H: 2.375 5.797 2.309  0.1124
H: 2.350 5.278 -0.699  0.1124
H: 3.746 5.151 0.378  0.1061
H: 2.871 3.158 1.428  0.1017
H: 2.256 2.924 -0.212  0.1195
H: -0.127 5.397 0.617  0.1107
H: 0.067 5.123 2.359  0.1160
C: 7.106 0.751 1.382  -0.1662
C: 7.134 1.807 2.486  -0.1669
C: 5.874 2.608 2.178  -0.2126
O: 4.946 1.688 1.602  -0.1598
C: 5.615 0.468 1.270  -0.1994
H: 7.694 -0.136 1.608  0.0975
H: 7.481 1.176 0.448  0.1162
H: 7.051 1.330 3.464  0.1141
H: 8.033 2.422 2.483  0.1105
H: 6.080 3.405 1.455  0.1150
H: 5.423 3.055 3.065  0.1164
H: 5.305 -0.306 1.981  0.1169
H: 5.309 0.159 0.270  0.1164
C: 12.120 -1.589 0.509  -0.1694
C: 12.377 -1.483 2.011  -0.1694
C: 11.113 -0.780 2.489  -0.2057
O: 10.068 -1.198 1.608  -0.1592
C: 10.623 -1.865 0.473  -0.2039
H: 12.702 -2.367 0.017  0.1109
H: 12.343 -0.637 0.021  0.1133
H: 12.446 -2.479 2.452  0.1134
H: 13.283 -0.935 2.265  0.1109
H: 11.216 0.309 2.424  0.1169
H: 10.837 -1.040 3.511  0.1165
H: 10.415 -2.937 0.556  0.1175
H: 10.139 -1.489 -0.429  0.1167

As for the LUMO energy: -0.0131 hartree. For the total energy, the calculation gives -2629.477984 Ha. Its SMILES is NCN1C(=O)c2cc(Cl)cc(N=C=O)c2C1=O.C1CCOC1.C1CCOC1.C1CCOC1.C1CCOC1.C1CCOC1.C1CCOC1. Its orbital gap is 8.7621 eV.

The following is a quantum chemistry calculation of a molecular structure, C8H18GaNO6PS, from the OMol25 dataset.

Last column: Löwdin charge in e.
Positions of all 36 atoms, in Å:
C: 2.871 -3.330 -0.006  -0.0086
C: 1.688 -3.164 -0.956  -0.5697
O: 1.645 -3.792 -2.000  0.0051
N: 0.673 -2.322 -0.512  -0.0357
Ga: -0.992 -2.208 -1.598  0.2870
P: -2.691 -3.477 -0.511  0.0194
O: -2.362 -5.067 -0.352  -0.2993
O: -2.800 -3.179 1.090  -0.3003
S: -4.404 -3.183 -1.416  0.0737
C: 1.140 -1.058 -0.079  -0.5667
C: 1.475 -0.031 -1.149  -0.0195
O: 1.303 -0.780 1.094  0.0524
H: 3.753 -2.830 -0.419  0.0808
H: 2.654 -2.902 0.973  0.0653
H: 3.090 -4.396 0.078  0.0786
H: -0.904 -2.720 -3.082  -0.0853
H: -1.481 -0.693 -1.471  -0.0689
H: -2.381 -5.444 -1.244  0.0511
H: -3.024 -2.241 1.177  0.0466
H: 0.975 0.917 -0.926  0.0651
H: 1.201 -0.362 -2.150  0.0660
H: 2.556 0.144 -1.089  0.0914
O: 0.007 5.386 -1.175  0.0976
C: -0.081 4.798 -0.132  -0.5334
O: 0.557 3.623 0.008  -0.0026
C: 0.661 2.941 1.268  -0.2339
C: -0.549 2.093 1.583  -0.0601
C: -0.939 5.321 1.000  0.0069
H: 0.881 3.656 2.063  0.1097
H: 1.537 2.303 1.160  0.1162
H: -1.456 2.689 1.690  0.0677
H: -0.380 1.549 2.512  0.0867
H: -0.717 1.364 0.790  0.0707
H: -1.965 4.998 0.825  0.0950
H: -0.908 6.407 0.968  0.0859
H: -0.633 4.990 1.988  0.0650

As for the LUMO energy: 0.0938 hartree. For the total energy, the calculation gives -3486.321043 Ha. Its orbital gap is 7.4950 eV. As for the charge: -1.